No. 1
Formula: C5H6OSi
Source: the Open Molecules 2025 dataset
Level of theory: ωB97M-V/def2-TZVPD

```
13
Properties=species:S:1:pos:R:3
C 1.4873 1.5261 2.2956
C -2.4756 -1.1163 1.6883
C 0.9334 0.8021 1.5424
C -1.5162 -0.8204 0.9729
C 0.7925 -0.3476 -1.3758
O 0.2690 0.4229 -2.4718
Si -0.1646 0.1594 0.2335
H 2.2590 1.9785 2.8233
H -3.1290 -1.5284 2.3868
H 1.8151 -0.0363 -1.2170
H 0.7413 -1.3287 -1.6202
H -0.6937 0.1536 -2.7484
H -1.3189 1.3738 -0.4980
```

Output
Energy above the lowest of the compared OMol25 structures with the same formula, charge and spin, eV: 1.711
Spin multiplicity: 3
Maximum force, eV/Å: 5.1
Kohn-Sham gap (spin up / spin down), eV: 5.623 / 5.990

Atomic partial charges in e from the Mulliken method, atoms 1 to 4: 0.105, -0.041, -0.530, -0.364



No. 2
Formula: C6H12O
Source: the Open Molecules 2025 dataset
Level of theory: ωB97M-V/def2-TZVPD

```
19
Properties=species:S:1:pos:R:3
C 1.7752 0.7862 0.9917
O 1.9142 -0.1089 -0.2129
C 0.8123 -1.0046 -0.4592
C -0.5011 -0.2245 -0.3458
C -0.1673 1.2190 -0.6973
C -1.8024 -0.8824 -0.6972
C -1.4632 -0.6269 0.7447
H 2.5762 0.4326 1.6172
H 0.8107 0.7554 1.5359
H 1.9341 1.8631 0.7616
H 0.8971 -1.4253 -1.4797
H 0.8850 -1.8427 0.2455
H 0.9554 1.1106 -0.8287
H -0.5473 1.9207 0.0665
H -0.5150 1.5423 -1.6707
H -1.7912 -1.9092 -1.0578
H -2.5674 -0.2580 -1.1532
H -1.1999 -1.4927 1.3530
H -2.0053 0.1452 1.2863
```

Output
Energy above the lowest of the compared OMol25 structures with the same formula, charge and spin, eV: 2.933
Spin multiplicity: 1
Maximum force, eV/Å: 2.5
Kohn-Sham gap, eV: 10.707

Atomic partial charges in e from the Mulliken method, atoms 1 to 4: -0.730, -0.435, -0.512, 1.217